# C43H49NO2PS2Ta

A structure of composition C43H49NO2PS2Ta in a non-equilibrium geometry (ωB97M-V/def2-TZVPD, OMol25).

As for the total charge: +2. For the calculated total energy, the calculation gives -83470.67420 eV. The maximum force comes out at 0.0287 hartree/bohr. The HOMO-LUMO gap is 7.036 eV. The calculation puts the LUMO energy at -5.77 eV. The value obtained for the HOMO energy is -12.809 eV. The energy above the lowest of the compared OMol25 structures with the same formula, charge and spin is 94.2 kJ/mol.

Each line ends with the Löwdin charge.
Element x y z (Å)
Ta  0.0024  0.0854  -0.3190  1.617
C  2.0599  1.3228  0.7873  -0.273
C  2.2689  0.3872  1.7732  -0.196
C  2.5206  -0.8989  1.1571  -0.208
C  2.4869  -0.7665  -0.2059  -0.295
C  2.1320  0.6470  -0.5240  -0.464
C  2.8739  1.3490  -1.6419  -0.042
C  2.9812  -1.7946  -1.1781  -0.052
C  2.8239  -2.1322  1.9262  0.011
C  2.3373  0.6244  3.2406  0.003
C  1.9550  2.8030  0.9688  -0.008
H  3.9488  1.2905  -1.4557  0.109
H  2.5993  2.4023  -1.6969  0.069
H  2.6860  0.9088  -2.6198  0.046
H  4.0464  -1.9613  -1.0059  0.105
H  2.8644  -1.4797  -2.2123  0.038
H  2.4798  -2.7575  -1.0609  0.087
H  3.8221  -2.0728  2.3679  0.113
H  2.7909  -3.0211  1.2981  0.091
H  2.1221  -2.2521  2.7548  0.063
H  1.6817  -0.0541  3.7920  0.072
H  2.0760  1.6485  3.4973  0.091
H  3.3506  0.4331  3.6024  0.111
H  2.9496  3.2264  1.1260  0.110
H  1.3365  3.0677  1.8266  0.082
H  1.5315  3.2822  0.0878  0.060
O  -1.5363  -1.1398  -0.9335  -0.374
N  -1.8007  -1.6825  -2.1348  -0.176
C  -2.9135  -2.4296  -2.2636  -0.018
C  -3.2123  -2.9854  -3.4741  -0.016
C  -2.3518  -2.7535  -4.5524  -0.007
C  -1.2217  -1.9912  -4.3839  -0.029
C  -0.9246  -1.4419  -3.1315  -0.568
S  0.4739  -0.5218  -2.7590  0.829
H  -3.5048  -2.5317  -1.3674  0.130
H  -4.1024  -3.5861  -3.5812  0.129
H  -2.5765  -3.1773  -5.5211  0.131
H  -0.5397  -1.8003  -5.1995  0.126
C  -4.5547  0.5680  -4.6532  -0.050
C  -3.6319  1.4912  -5.1174  -0.049
C  -2.5836  1.9062  -4.3054  -0.060
C  -2.4515  1.3858  -3.0197  -0.335
C  -3.4015  0.4757  -2.5498  -0.118
C  -4.4428  0.0657  -3.3622  -0.071
P  -1.1976  1.9277  -1.8168  1.028
C  -0.0033  3.0323  -2.6393  -0.345
C  0.6486  2.6821  -3.8267  -0.138
C  1.5970  3.5261  -4.3803  -0.058
C  1.9219  4.7204  -3.7531  -0.050
C  1.2808  5.0779  -2.5769  -0.055
C  0.3196  4.2439  -2.0250  -0.098
C  -2.0984  2.9380  -0.6467  -0.332
C  -2.9778  3.9279  -1.0000  -0.048
C  -3.6118  4.6886  -0.0023  -0.040
C  -3.3447  4.4381  1.3152  0.001
C  -2.4517  3.4106  1.7049  -0.150
C  -2.1789  3.1458  3.0658  0.001
C  -1.3121  2.1434  3.3992  -0.050
C  -0.7007  1.3700  2.3949  -0.160
C  -0.9236  1.5565  1.0422  -0.231
C  -1.8169  2.6243  0.7073  -0.192
H  -5.3731  0.2540  -5.2867  0.117
H  -3.7336  1.9066  -6.1106  0.117
H  -1.8958  2.6484  -4.6740  0.104
H  -3.3352  0.1045  -1.5267  0.101
H  -5.1796  -0.6314  -2.9854  0.115
H  0.4170  1.7536  -4.3255  0.074
H  2.0858  3.2485  -5.3045  0.118
H  2.6672  5.3739  -4.1853  0.117
H  1.5189  6.0143  -2.0914  0.117
H  -0.1851  4.5466  -1.1171  0.106
H  -3.1799  4.1325  -2.0453  0.123
H  -4.3014  5.4724  -0.2829  0.118
H  -3.8224  5.0263  2.0886  0.125
H  -2.6561  3.7483  3.8282  0.126
H  -1.0837  1.9415  4.4381  0.116
H  -0.0177  0.6002  2.7205  0.048
C  -1.2350  -2.2182  5.3354  -0.076
C  -0.2381  -2.2157  4.1816  -0.275
C  -0.6282  -3.1408  3.0251  -0.302
S  -1.2591  -2.3582  1.5354  1.070
O  -0.1679  -1.3207  1.2016  -0.634
C  -2.6378  -1.3861  2.1788  -0.315
C  -3.8290  -2.2609  2.5578  -0.270
C  -4.4457  -2.9981  1.3767  -0.100
H  -0.8814  -1.5845  6.1469  0.087
H  -1.3643  -3.2246  5.7340  0.091
H  -2.2143  -1.8489  5.0334  0.065
H  0.7371  -2.5376  4.5506  0.116
H  -0.0929  -1.1985  3.8027  0.069
H  -1.4252  -3.8389  3.3029  0.104
H  0.1983  -3.7513  2.6589  0.095
H  -2.8889  -0.7055  1.3622  0.092
H  -2.2628  -0.7885  3.0089  0.083
H  -4.5719  -1.5921  2.9984  0.128
H  -3.5569  -2.9590  3.3510  0.102
H  -4.8079  -2.2888  0.6293  0.076
H  -5.2972  -3.5940  1.6997  0.089
H  -3.7359  -3.6787  0.9025  0.064